24
Properties=species:S:1:pos:R:3:forces:R:3 method="wB97M-V/def2-TZVPD" homo_ev=-7.98 gap_ev=8.8 smiles=CCCS.NCCN charge=0 largest_force_ev_per_a=1.82
C -2.335 -0.699 -0.849 0.6869 -0.2427 -0.3611
C -1.915 -2.155 -0.589 -0.6876 0.3813 -0.1612
C -0.844 -2.344 0.474 -0.5308 -0.1705 0.0109
S 0.823 -1.847 -0.033 -0.1416 0.3672 -0.6365
H -2.681 -0.203 0.061 -0.0177 -0.1031 -0.0420
H -3.107 -0.635 -1.617 -0.1134 -0.0535 0.1202
H -1.479 -0.141 -1.239 -0.0699 0.1183 0.1101
H -2.837 -2.684 -0.315 0.2241 -0.1338 0.2527
H -1.562 -2.657 -1.496 -0.0351 0.2892 -0.0907
H -0.855 -3.417 0.666 0.4617 -0.0366 0.2219
H -1.108 -1.849 1.412 -0.0764 0.0405 -0.1079
C 1.983 1.677 0.802 0.6008 -0.3125 -0.3020
N 1.760 2.360 2.071 -0.2784 -0.2715 0.0636
C 0.736 1.602 -0.050 -0.2075 0.4782 -0.6863
N 1.019 0.822 -1.271 -0.1296 0.1913 -0.0752
H 2.352 0.653 0.965 -0.0530 0.0491 -0.2278
H 2.742 2.196 0.204 0.0207 0.1042 0.2640
H 1.311 1.670 2.667 -0.1380 0.2895 0.1636
H 2.643 2.551 2.529 0.0594 0.0805 -0.1275
H 0.426 2.596 -0.390 -0.0340 0.0925 0.5934
H -0.083 1.151 0.516 0.0026 -0.1489 -0.1394
H 0.408 1.058 -2.042 0.1136 0.2786 0.0060
H 1.983 0.945 -1.556 -0.0630 -0.0532 -0.1296
H 0.619 -0.649 -0.919 0.4060 -1.2344 1.2810